{
  "formula": "C24H19ClCoIN6O3S3Se",
  "method": "the ωB97M-V functional and the def2-TZVPD basis",
  "lumo_ev": [0.06, -2.43],
  "gap_ev": [7.63, 5.11],
  "e_homo_ev": [-7.57, -7.54],
  "energy_ha": -7216.9681,
  "fmax_ha_per_bohr": 0.004,
  "de_lowest_ev": 0.000,
  "spin_multiplicity": 5,
  "symbols": ["Co", "O", "C", "C", "C", "C", "C", "C", "C", "O", "N", "N", "C", "S", "C", "C", "S", "H", "H", "H", "H", "H", "H", "H", "H", "H", "Cl", "C", "C", "C", "I", "C", "O", "C", "N", "C", "C", "C", "C", "H", "H", "H", "H", "Se", "C", "N", "C", "N", "C", "C", "N", "C", "S", "H", "H", "H", "H", "H", "H"],
  "xyz": [[-0.81059, -0.47456, -0.34373], [-4.04216, 3.61222, -2.02358], [-4.39278, 2.56888, -2.79624], [-5.43322, 2.76762, -3.70514], [-5.83903, 1.74614, -4.53850], [-5.21997, 0.49885, -4.48628], [-4.19606, 0.29564, -3.58484], [-3.76546, 1.31243, -2.72833], [-2.67375, 1.00824, -1.77664], [-2.20925, -0.18107, -1.73379], [-2.26248, 1.99366, -0.99540], [-1.23345, 1.59708, -0.14781], [-0.81381, 2.53052, 0.61713], [0.49157, 2.27508, 1.75561], [0.76595, 4.04324, 2.03628], [-0.58865, 4.72176, 2.03770], [-1.50957, 4.13882, 0.58774], [-3.26468, 3.32753, -1.48748], [-5.89962, 3.74334, -3.73781], [-6.64446, 1.92202, -5.24065], [-5.53589, -0.29935, -5.14400], [-3.69539, -0.66067, -3.51753], [1.40516, 4.43702, 1.24711], [1.27277, 4.14692, 2.99498], [-0.49518, 5.80405, 1.95444], [-1.14638, 4.47800, 2.94193], [2.03038, -6.39245, -2.62804], [1.74259, -4.76893, -2.07366], [2.77938, -3.88651, -1.99490], [2.57731, -2.56479, -1.55351], [4.19461, -1.25889, -1.45949], [1.32855, -2.10099, -1.18146], [1.07604, -0.89526, -0.76311], [0.25097, -3.05090, -1.26259], [-0.95926, -2.57300, -0.88564], [-2.00863, -3.35285, -0.95081], [-1.92794, -4.68614, -1.38798], [-0.71454, -5.19447, -1.76012], [0.43224, -4.37358, -1.70867], [3.77266, -4.20685, -2.27759], [-2.95607, -2.91926, -0.65271], [-2.82259, -5.29163, -1.42385], [-0.61906, -6.21731, -2.09799], [2.26291, -1.02105, 1.84165], [1.89709, -0.90136, 3.63018], [1.57657, -0.75569, 4.73272], [-3.70085, 0.57009, 1.64135], [-2.78732, 0.67867, 2.76917], [-2.98185, 1.52168, 3.84936], [-1.97877, 1.29230, 4.72158], [-1.19224, 0.31106, 4.16744], [-1.66956, -0.04820, 2.96225], [-0.97745, -1.24896, 1.95748], [-4.72048, 0.53354, 2.01949], [-3.48211, -0.35028, 1.10539], [-3.58458, 1.41589, 0.96707], [-3.82512, 2.18650, 3.90016], [-1.76792, 1.72482, 5.68214], [-0.29602, -0.01889, 4.52408]],
  "mulliken_spin": [2.691, 0.000, -0.002, 0.001, -0.001, 0.000, 0.004, 0.004, 0.012, 0.061, -0.014, 0.035, 0.008, 0.009, 0.001, 0.000, 0.008, 0.001, 0.000, 0.000, 0.000, 0.001, 0.000, 0.000, 0.000, 0.000, 0.001, 0.006, -0.002, 0.022, 0.002, -0.004, 0.115, -0.016, 0.030, -0.009, 0.004, -0.002, -0.001, 0.000, -0.001, 0.000, 0.000, 0.822, -0.081, 0.123, 0.006, 0.002, 0.002, 0.003, 0.014, 0.018, 0.124, 0.000, 0.003, -0.003, 0.001, 0.000, 0.000]
}